# 1
Below is a 11-piece molecular cluster, C13H48N2O11 overall, with properties calculated with ωB97M-V with the def2-TZVPD basis set.

For the HOMO energy, the calculation gives -10.094 eV. Its max |F| is 0.01754 Eh/bohr. Its SMILES is NC(N)=O.CC(C)O.CC(C)O.CC(C)O.CC(C)O.O.O.O.O.O.O. As for the calculated total energy: -39764.79975 eV. For the energy above the lowest of the compared OMol25 structures with the same formula, charge and spin, the calculation gives 0.0 kJ/mol.

Structure (ORCA input):
```
! RIJCOSX wB97M-V def2-TZVPD def2/J DEFGRID3
* xyz 0 1
O 0.09 4.55 -2.74
O 0.18 0.66 -4.78
O 0.29 2.53 -0.70
O 4.83 2.20 0.74
O -0.15 -3.86 -0.71
O 0.36 -1.04 6.07
O 0.41 3.55 -5.54
O 0.17 4.64 0.98
O -1.42 2.97 2.44
O -4.14 2.66 1.15
O -1.96 -1.57 -0.78
N -0.16 0.54 -1.74
N -0.99 0.98 0.39
C 2.19 -3.92 -0.06
C -0.41 -1.19 4.85
C -4.20 -0.94 -1.23
C 3.57 1.44 -1.12
C 1.42 -2.63 -2.11
C 2.88 0.83 1.20
C -3.12 -1.97 -1.51
C -3.58 -3.37 -1.14
C -0.27 1.41 -0.69
C 3.50 1.89 0.32
C -0.19 -2.57 4.26
C 0.05 -0.08 3.96
C 1.08 -3.10 -0.70
H 2.88 1.07 2.27
H 0.35 3.81 0.48
H -1.29 3.06 3.39
H 0.84 -2.26 -0.04
H 0.87 -2.72 4.06
H -3.77 -3.47 -0.07
H -5.11 -1.18 -1.77
H 2.86 2.79 0.41
H 0.74 -1.82 -2.42
H 3.70 2.29 -1.80
H 0.96 0.32 -5.24
H -0.02 -1.64 6.72
H 2.50 -4.76 -0.69
H -0.53 -3.35 4.94
H 2.67 0.90 -1.42
H -4.47 -3.63 -1.71
H 3.08 -3.30 0.10
H -1.47 0.10 0.39
H 0.99 4.13 -5.03
H 0.18 3.91 -2.01
H -1.09 1.63 1.16
H -4.43 -0.90 -0.16
H 0.03 0.85 4.54
H -3.59 2.89 1.91
H 0.94 5.20 0.86
H 0.39 2.72 -5.04
H -0.92 3.71 2.05
H -1.45 -1.05 5.16
H -3.87 0.08 -1.47
H 3.46 -0.10 1.16
H 0.16 0.90 -2.63
H -0.07 -4.54 -1.39
H -0.58 4.18 -3.33
H 1.28 -3.45 -2.81
H -1.27 -2.25 -0.88
H -2.92 -1.94 -2.60
H -0.72 -0.29 -1.74
H -0.56 0.07 3.07
H 4.46 0.81 -1.24
H 2.43 -2.23 -2.17
H 1.84 0.63 0.93
H 4.78 2.74 1.54
H 1.87 -4.30 0.91
H -0.72 -2.66 3.30
H -2.80 -4.11 -1.34
H 1.07 -0.29 3.62
H -3.51 2.59 0.43
H -0.57 0.25 -5.22
*
```

# 2
Below is C13H49N20O17PS as an isolated structure in a non-equilibrium geometry, with properties calculated with ωB97M-V with the def2-TZVPD basis set.

For the HOMO energy, the calculation gives -9.075 eV. Its max |F| is 0.07917 Eh/bohr. As for the calculated total energy: -99021.13834 eV.

Structure (ORCA input):
```
! RIJCOSX wB97M-V def2-TZVPD def2/J DEFGRID3
* xyz 0 1
S 0.50 2.79 -0.28
P 3.16 1.94 -0.36
O -0.97 2.09 -0.60
O -2.70 1.60 5.60
O 8.77 -1.57 4.19
O 0.24 3.65 0.91
O -7.02 2.74 -3.23
O 1.94 10.66 4.81
O 3.75 3.26 -0.02
O -0.48 5.98 5.17
O -0.85 -6.04 -3.94
O -0.70 -9.59 -6.53
O -1.00 -2.02 -1.66
O -1.75 0.21 0.55
O 3.62 -2.30 0.18
O 3.19 1.60 -1.99
O 1.64 1.67 0.27
O 4.14 0.77 0.35
O -3.00 3.71 -4.19
N 1.52 8.44 4.61
N -1.61 5.38 -4.82
N -0.08 -6.96 -5.86
N 6.92 -1.62 2.87
N -1.16 4.12 -2.95
N -1.80 -10.64 -4.84
N 5.77 -1.81 -0.32
N -7.08 0.48 -3.09
N -4.83 1.61 6.37
N 5.16 -3.96 0.23
N 8.13 0.33 3.12
N -1.34 -5.04 -5.93
N 0.84 9.58 6.48
N -2.09 -3.07 0.03
N 1.02 4.29 5.35
N 0.12 4.83 3.31
N -1.13 -11.81 -6.70
N -5.14 1.56 -3.67
N -1.44 -4.24 -1.84
N -4.36 2.28 4.22
C -1.99 4.36 -4.00
C -0.86 -0.17 1.60
C -1.04 0.66 -0.59
C 4.78 -2.67 0.04
C -1.60 0.07 2.99
C -1.18 -10.61 -6.06
C 7.99 -0.99 3.44
C -3.88 1.82 5.41
C 0.18 5.09 4.64
C -1.48 -3.05 -1.19
C 1.47 9.62 5.27
C -0.76 -6.02 -5.17
C -6.45 1.67 -3.33
H 6.11 -4.29 0.11
H -2.19 -11.46 -4.43
H 4.45 -4.62 0.49
H -2.20 5.58 -5.60
H -0.09 0.11 -0.75
H 8.90 0.82 3.52
H -2.14 -2.20 0.54
H 1.57 3.55 4.94
H -0.52 -1.23 1.53
H -1.54 -0.85 3.59
H 6.73 -2.08 -0.45
H -1.85 -4.33 -5.44
H -5.33 2.47 4.04
H -3.69 2.44 3.49
H -0.32 4.64 -2.77
H 3.56 -0.03 0.43
H -2.63 0.40 2.75
H -1.00 -4.26 -2.74
H -0.49 5.41 2.76
H -4.52 1.27 7.26
H 0.36 -7.69 -5.34
H -0.78 5.92 -4.68
H -1.69 0.38 -1.44
H -1.85 -9.77 -4.34
H -2.49 -3.90 0.44
H -4.65 0.69 -3.75
H -0.69 -11.83 -7.60
H -8.05 0.52 -2.84
H -6.63 -0.42 -3.16
H 1.13 7.58 4.97
H -1.42 3.37 -2.32
H 0.78 10.44 6.99
H 0.01 -6.96 -6.86
H -1.08 0.91 3.49
H 6.79 -2.59 3.09
H -4.63 2.42 -3.85
H 7.50 0.82 2.51
H 5.50 -0.86 -0.46
H 0.44 8.75 6.87
H 0.65 4.11 2.85
H -1.82 -5.09 -1.47
H 1.09 4.45 6.33
H 1.97 8.43 3.72
H -5.81 1.79 6.24
H 0.07 0.44 1.64
H -1.52 -12.66 -6.34
H -1.28 -5.01 -6.92
H 6.27 -1.16 2.26
H 3.89 0.94 -2.11
*
```

Q: Among the records above, which one has the lowest max |F|?
A: C13H48N2O11

Q: Look up the max |F| of the second one.
A: 0.07917 Eh/bohr

Q: Look up the max |F| of the first one.
A: 0.01754 Eh/bohr

Q: What is the calculated total energy in the second record?
A: -99021.13834 eV